No. 1
C19H23Cl2MoN6O6 | ωB97M-V/def2-TZVPD

Net charge   +3
HOMO-LUMO gap   6.4 eV
Relative energy (zero: lowest compared OMol25 entry of this formula, charge and spin)   0.000 eV
Highest occupied orbital energy   -18.059 eV
E   -2505.1970 Eh
LUMO   -11.691 eV

```
57
Properties=species:S:1:pos:R:3:mulliken_charge:R:1
Mo -0.51081 -0.54327 0.50003 -0.4767
C -0.48879 2.37510 1.31003 0.1081
C 0.36232 2.48816 0.06031 -1.0865
N 0.63433 1.10790 -0.48711 0.1691
C 2.06579 0.68976 -0.53300 -0.7652
C 2.09078 -0.72759 -1.03174 0.4055
C 3.12388 -1.30068 -1.72926 -1.0712
C 3.03086 -2.65137 -2.07872 -0.3660
C 1.91904 -3.39191 -1.71331 -1.0437
C 0.90680 -2.75948 -1.01570 0.5069
C -0.34328 -3.37858 -0.50768 -0.7450
N -1.03754 -2.37681 0.29479 0.0713
C -2.46093 -0.64810 1.47901 -0.6485
C -2.38414 0.74467 2.06617 -0.3710
N -1.49791 1.33092 1.01277 -0.0909
N 0.99356 -1.45711 -0.70417 0.7221
H -0.96287 3.32674 1.55688 0.5957
H 0.09485 2.06194 2.17385 -0.2397
H 1.29647 3.01536 0.24793 0.3976
H -0.17689 3.04244 -0.70864 0.4128
H 0.32502 1.12228 -1.45902 0.3710
H 2.47967 0.75037 0.47632 0.2540
H 2.64247 1.35372 -1.17749 0.6832
H 3.99320 -0.71662 -2.00024 0.5720
H 3.83580 -3.11902 -2.63150 0.4764
H 1.83742 -4.44230 -1.95878 0.5622
H -0.11869 -4.25464 0.10993 0.4412
H -0.98061 -3.72010 -1.33111 0.4948
H -1.92998 -2.74758 0.60609 0.1769
H -2.46240 -1.47381 2.18673 0.6016
H -3.26320 -0.75962 0.75071 0.4577
H -1.87687 0.78343 3.02908 0.1798
H -3.32800 1.28440 2.13573 0.3862
H -2.09889 1.64144 0.24530 -0.0277
O 1.12071 -2.73259 2.36024 -0.3488
C 1.10023 -1.69550 2.88443 0.5738
O 0.45032 -0.54354 1.96273 -0.0090
C 1.49131 -1.12297 4.14841 0.5879
C 1.34056 0.23416 4.42117 0.4490
C 1.73578 0.71263 5.64384 -0.7433
C 2.27776 -0.10444 6.62137 -0.4884
C 2.41331 -1.44968 6.31671 -0.3408
C 2.03767 -1.98757 5.10774 -0.7319
N 2.99519 -2.36423 7.34849 1.0518
O 3.09556 -3.52424 7.02545 -0.5747
O 3.30750 -1.85410 8.39248 -0.5541
N 1.55716 2.16924 5.89485 1.0573
O 1.90949 2.58672 6.96084 -0.5386
O 1.07952 2.81312 4.97468 -0.6118
H 0.92505 0.93287 3.71706 0.3190
H 2.58467 0.28216 7.58592 0.6548
H 2.17020 -3.04746 4.93154 0.6728
Cl -1.71512 -0.24273 -1.99869 0.1025
C -3.43012 0.38448 -2.35955 -0.4367
Cl -3.91729 1.63952 -1.26297 -0.0284
H -4.06335 -0.49043 -2.27469 0.3832
H -3.34348 0.75871 -3.37359 0.4402
```


No. 2
C19H23Cl8N3 | ωB97M-V/def2-TZVPD

Net charge   0
HOMO-LUMO gap   10.0 eV
Relative energy (zero: lowest compared OMol25 entry of this formula, charge and spin)   0.362 eV
Highest occupied orbital energy   -9.509 eV
E   -4583.5658 Eh
Structure (SMILES)   c1ccncc1.c1ccncc1.c1ccncc1.ClCCl.ClCCl.ClCCl.ClCCl
LUMO   0.488 eV

```
53
Properties=species:S:1:pos:R:3:mulliken_charge:R:1
C -7.16042 7.88389 18.37676 -0.3726
C -7.32166 6.74828 19.13984 -0.4758
C -6.45244 6.50424 20.20335 0.5161
N -5.47404 7.32894 20.52764 -0.4325
C -5.32782 8.42738 19.79134 -0.2842
C -6.11814 8.73909 18.69667 -0.3190
H -7.82650 8.08487 17.54727 0.3820
H -8.09649 6.02182 18.92543 0.3379
H -6.64364 5.62363 20.80902 -0.0288
H -4.54222 9.09791 20.12455 0.3492
H -5.90951 9.62938 18.11967 0.3565
C -8.99580 -0.30709 23.70865 -0.3383
C -9.72262 -1.13138 22.86721 -0.2956
C -9.29153 -1.27659 21.56026 -0.5574
N -8.23691 -0.64672 21.05707 -0.5138
C -7.56098 0.15835 21.86935 -0.2185
C -7.89879 0.35731 23.19402 -0.4897
H -9.29946 -0.17483 24.73980 0.4274
H -10.58576 -1.67120 23.23253 0.5552
H -9.86540 -1.89121 20.87296 0.5595
H -6.73410 0.69147 21.41081 0.3915
H -7.26116 0.93746 23.84936 0.4693
C -13.37069 0.25072 23.72722 -0.2158
C -12.89568 -0.58818 22.72806 0.1096
C -13.65147 -1.70264 22.39613 -0.4266
N -14.75304 -2.06304 23.04295 -0.5547
C -15.18134 -1.26172 24.00399 -0.2739
C -14.55038 -0.08871 24.36659 -0.2701
H -12.83717 1.15548 23.98438 0.2439
H -12.03918 -0.34044 22.11500 0.4033
H -13.35948 -2.31573 21.54848 0.3028
H -16.09601 -1.56730 24.50308 0.3429
H -14.97011 0.59901 25.09004 0.3466
Cl -4.82284 4.91581 25.04605 -0.1612
C -4.95120 4.15620 23.45717 -0.3799
Cl -6.63101 3.74310 23.05921 -0.0654
H -4.57602 4.85156 22.71686 0.2824
H -4.38490 3.23433 23.47483 0.2914
Cl -13.18092 3.97214 24.56880 -0.0484
C -14.68641 4.62238 25.19447 -0.3865
Cl -15.38823 3.58615 26.45108 -0.1593
H -14.48384 5.59577 25.62289 0.3100
H -15.42981 4.69012 24.41044 0.2840
Cl -11.39743 2.38622 21.70067 -0.1242
C -10.08368 3.33561 22.39115 0.4269
Cl -9.44846 4.52079 21.23151 -0.1353
H -10.46420 3.86506 23.25675 0.3089
H -9.25949 2.69116 22.67629 -0.4878
Cl -9.87210 1.19240 18.45050 -0.1250
C -11.52541 0.58788 18.60759 -0.1218
Cl -11.56640 -1.08681 19.17180 -0.1404
H -12.02755 1.19552 19.34788 0.0295
H -12.00091 0.62453 17.63746 0.3758
```


No. 3
C19H23ClN2O2 | ωB97M-V/def2-TZVPD

Net charge   0
HOMO-LUMO gap   8.8 eV
Relative energy (zero: lowest compared OMol25 entry of this formula, charge and spin)   0.296 eV
Highest occupied orbital energy   -9.194 eV
E   -1458.0078 Eh
Structure (SMILES)   CCCCC1=NC2(CCCC2)C(=O)N1CC(=O)c1ccc(Cl)cc1
LUMO   -0.385 eV

```
47
Properties=species:S:1:pos:R:3:mulliken_charge:R:1
C -3.41687 -0.79845 -4.26433 -1.3232
C -3.24947 -0.77351 -2.74371 -0.4559
C -1.84586 -0.36628 -2.28727 -0.4188
C -1.57973 -0.66840 -0.77052 -0.7970
C -0.64980 0.35084 -0.15447 0.0072
N -1.20185 1.38426 0.44229 -0.8385
C -0.11800 2.25797 0.91912 2.2615
C -0.24995 3.66277 0.33281 -1.0237
C 0.56693 4.55900 1.26475 -0.6251
C 0.40096 3.91678 2.65539 -0.5300
C -0.12408 2.50902 2.43526 -1.2747
C 1.12770 1.52986 0.41532 -0.3887
O 2.29178 1.84640 0.59353 -0.6885
N 0.73350 0.40394 -0.24990 0.5087
C 1.61533 -0.36992 -1.08546 -0.9510
C 1.45194 -1.92339 -0.98997 0.1758
O 1.15219 -2.52149 -2.02954 -0.6308
C 1.64633 -2.65415 0.30005 0.6723
C 2.16534 -1.99538 1.38079 -0.1972
C 2.43598 -2.65773 2.59703 -0.8895
C 2.17969 -4.02004 2.73489 0.2672
Cl 2.61647 -4.86510 4.19688 -0.2027
C 1.72225 -4.70876 1.60674 -0.5504
C 1.46136 -4.02568 0.39882 -0.3899
H -4.46006 -1.00140 -4.55573 0.3692
H -2.77350 -1.55387 -4.69596 0.3418
H -3.06850 0.12037 -4.75773 0.3286
H -3.44547 -1.80023 -2.39822 0.3189
H -3.98411 -0.15011 -2.20196 0.3587
H -1.77428 0.73832 -2.36739 0.3177
H -1.07407 -0.84631 -2.92069 0.2623
H -1.09560 -1.65875 -0.73809 0.2008
H -2.51779 -0.66958 -0.24474 0.5342
H 0.18014 3.69233 -0.65317 0.3190
H -1.31202 3.99041 0.28893 0.3627
H 1.61129 4.54672 0.96739 0.2479
H 0.28367 5.59372 1.25470 0.4339
H -0.37057 4.46264 3.27108 0.2977
H 1.31097 3.92651 3.25316 0.3243
H -1.14175 2.43645 2.86924 0.4079
H 0.47330 1.77311 2.96958 0.2434
H 2.65258 -0.14668 -0.89982 0.5465
H 1.39938 -0.07922 -2.12459 0.3536
H 2.42089 -0.95933 1.30041 0.4288
H 2.85927 -2.12424 3.43633 0.4146
H 1.57898 -5.78320 1.70626 0.3853
H 1.11509 -4.58024 -0.45745 0.4850
```


No. 4
C19H23ClN2O3 | ωB97M-V/def2-TZVPD

Net charge   0
HOMO-LUMO gap   9.0 eV
Relative energy (zero: lowest compared OMol25 entry of this formula, charge and spin)   0.000 eV
Highest occupied orbital energy   -8.260 eV
E   -1533.2248 Eh
Structure (SMILES)   COc1cccc(CN(C)CC(=O)NCc2ccccc2Cl)c1OC
LUMO   0.702 eV

```
48
Properties=species:S:1:pos:R:3:mulliken_charge:R:1
C -4.51577 -3.11218 -2.20022 -1.0084
O -3.93008 -2.79438 -0.96310 -0.3854
C -2.82132 -1.98457 -0.94555 0.8133
C -2.27726 -1.42131 -2.09178 -0.3596
C -1.18496 -0.57440 -2.01875 -1.2975
C -0.62509 -0.28178 -0.79469 0.0716
C -1.13423 -0.84556 0.36612 -0.1117
C -0.49486 -0.50674 1.68595 -0.6985
N -0.82245 0.85970 2.09466 -0.0435
C -2.22467 0.98657 2.43724 -1.0562
C 0.04749 1.28820 3.17709 -0.6017
C 1.45546 1.55541 2.65192 0.4392
O 2.46527 1.30508 3.27643 -0.6833
N 1.44053 2.14604 1.43999 0.0037
C 2.64038 2.36034 0.65898 -1.6455
C 2.78945 1.27617 -0.37767 0.2484
C 3.18095 0.00386 0.02717 -0.1165
C 3.25548 -1.04324 -0.87182 -0.8056
C 2.94426 -0.83130 -2.20463 -0.4167
C 2.55725 0.42527 -2.63207 -0.5902
C 2.47333 1.46555 -1.71926 0.8052
Cl 1.95105 3.01733 -2.29410 -0.2523
C -2.23387 -1.70804 0.30528 0.3636
O -2.67854 -2.18822 1.50688 -0.4190
C -3.35010 -3.42648 1.58076 -0.9059
H -5.35200 -3.76914 -1.96426 0.2486
H -4.89226 -2.21988 -2.71067 0.3717
H -3.81617 -3.64069 -2.85592 0.3875
H -2.71258 -1.63075 -3.05534 0.4155
H -0.78095 -0.14404 -2.92185 0.4369
H 0.22512 0.37656 -0.72710 0.1382
H -0.80891 -1.23295 2.45001 0.4200
H 0.59174 -0.56526 1.57327 0.4781
H -2.44258 2.02844 2.67011 0.3906
H -2.50948 0.36131 3.29504 0.3401
H -2.82310 0.68678 1.57953 0.3041
H 0.10919 0.56079 4.00196 0.3047
H -0.33421 2.22903 3.58466 0.4634
H 0.54408 2.17968 0.97238 0.3784
H 2.59607 3.34637 0.19164 0.5467
H 3.47727 2.32383 1.36171 0.4136
H 3.42263 -0.15068 1.06839 0.4633
H 3.55730 -2.02283 -0.53448 0.4108
H 3.00138 -1.64243 -2.91409 0.3952
H 2.31225 0.60335 -3.66757 0.4607
H -2.84918 -4.19170 0.98337 0.3543
H -3.31367 -3.70931 2.63352 0.2813
H -4.39112 -3.34448 1.26267 0.2488
```